1.
Formula: C6H5N2O6Y
Source: OMol25
Level of theory: ωB97M-V/def2-TZVPD

Cartesian coordinates (Å):
O  0.050  2.874  -4.915
C  -0.016  1.928  -4.279
Y  0.639  -1.207  -0.427
O  -0.004  2.246  -0.767
C  0.099  1.096  -0.692
C  -0.673  -1.399  -2.304
O  -0.514  -2.519  -1.619
C  2.298  0.178  -1.707
O  3.074  0.880  -2.200
C  -1.517  -0.383  -1.771
O  -2.569  0.121  -2.008
H  0.025  -1.063  -3.104
N  1.023  -0.082  3.308
C  -0.133  -0.484  2.765
N  -1.236  -0.446  3.515
O  -0.179  -0.918  1.563
H  1.042  0.252  4.260
H  1.878  -0.191  2.781
H  -2.109  -0.787  3.142
H  -1.179  -0.094  4.458

Properties
Total charge: +2
HOMO-LUMO gap (spin up / spin down), eV: 6.944 / 6.944


2.
Formula: C6H5N2P
Source: OMol25
Level of theory: ωB97M-V/def2-TZVPD

Cartesian coordinates (Å):
N  -3.161  -0.925  -1.530
C  -2.842  -0.431  -0.564
P  -2.525  0.017  1.078
C  -0.472  0.135  0.641
C  0.017  0.584  -0.582
C  1.253  0.292  -1.016
C  2.099  -0.265  -0.046
C  1.629  -0.556  1.216
N  0.371  -0.350  1.562
H  -2.730  1.283  0.839
H  -0.597  1.089  -1.315
H  1.815  0.728  -1.856
H  2.998  -0.574  -0.505
H  2.145  -1.027  2.078

Properties
SMILES: N#CPc1ccccn1
Total charge: 0
HOMO-LUMO gap, eV: 10.355


3.
Formula: C6H5NO
Source: OMol25
Level of theory: ωB97M-V/def2-TZVPD

Cartesian coordinates (Å):
C  -2.094  0.428  1.664
C  -1.168  0.706  0.612
C  -0.679  2.041  0.005
C  -0.472  -0.553  -0.201
C  1.040  -0.490  -0.312
C  1.512  -1.850  -0.713
H  -2.347  -0.530  2.421
H  -2.328  1.292  2.209
H  -1.684  2.795  -0.077
H  -1.403  -1.591  -0.729
H  2.424  0.388  0.443
N  1.832  -3.011  -0.865
O  0.460  2.128  -0.568

Properties
Total charge: 0
HOMO-LUMO gap, eV: 8.056


4.
Formula: C6H5NO
Source: OMol25
Level of theory: ωB97M-V/def2-TZVPD

Cartesian coordinates (Å):
C  0.642  -1.898  0.744
C  0.062  -0.808  0.182
O  -1.087  -0.868  -0.528
C  -1.424  0.417  -1.003
C  -0.399  1.318  -0.449
C  0.504  0.598  0.225
C  1.685  1.004  0.888
N  2.622  1.379  1.458
H  1.549  -1.763  1.336
H  0.220  -2.900  0.570
H  -2.414  0.671  -0.577
H  -1.553  0.462  -2.133
H  -0.408  2.385  -0.713

Properties
SMILES: C=C1OCC=C1C#N
Total charge: 0
HOMO-LUMO gap, eV: 8.734


5.
Formula: C6H5NO
Source: OMol25
Level of theory: ωB97M-V/def2-TZVPD

Cartesian coordinates (Å):
C  1.887  0.890  0.346
C  -0.151  0.442  -1.355
C  -0.906  -0.825  -0.911
C  -0.565  0.243  1.348
C  0.011  -0.798  0.383
C  0.752  0.413  -0.150
N  2.850  1.404  0.644
O  -0.056  1.033  -2.444
H  -1.888  -0.680  -0.621
H  -0.867  -1.628  -1.673
H  -1.371  0.861  1.085
H  -0.068  0.281  2.319
H  0.374  -1.638  1.029

Properties
Total charge: 0
HOMO-LUMO gap, eV: 8.929


6.
Formula: C6H5NO
Source: OMol25
Level of theory: ωB97M-V/def2-TZVPD

Cartesian coordinates (Å):
C  -0.239  1.259  0.389
C  0.435  -0.675  1.772
C  1.018  0.978  -0.392
C  1.103  0.098  -1.380
N  0.514  -1.818  1.582
C  -1.396  0.498  -0.036
C  -2.386  -0.124  -0.304
O  -0.350  2.248  1.086
H  0.415  -2.816  1.511
H  1.865  1.568  -0.070
H  0.259  -0.505  -1.676
H  2.022  -0.057  -1.922
H  -3.259  -0.653  -0.560

Properties
Total charge: 0
HOMO-LUMO gap, eV: 9.936


7.
Formula: C6H5NO2
Source: OMol25
Level of theory: ωB97M-V/def2-TZVPD

Cartesian coordinates (Å):
C  -2.142  0.332  0.173
C  -0.628  -0.183  0.053
C  1.358  0.064  0.423
C  1.368  -0.971  -0.665
C  0.128  -1.180  -0.994
C  0.420  1.277  -0.211
H  -2.048  1.568  0.959
H  -0.227  0.395  1.956
H  2.440  0.337  0.799
H  2.400  -1.464  -0.815
H  -0.446  -1.836  -1.769
N  0.234  -0.424  1.236
O  -3.194  -0.240  -0.358
O  0.336  2.325  -0.788

Properties
Total charge: 0
HOMO-LUMO gap, eV: 9.175


8.
Formula: C6H5NO3
Source: OMol25
Level of theory: ωB97M-V/def2-TZVPD

Cartesian coordinates (Å):
O  2.963  1.998  -0.771
N  1.824  1.634  -0.177
O  0.677  2.065  -0.530
C  1.780  0.782  0.974
C  0.686  0.049  1.233
C  -0.187  -0.457  0.283
C  -1.487  -1.014  0.611
C  -2.167  -1.064  -0.636
C  -1.258  -0.641  -1.644
O  -0.089  -0.182  -1.066
H  2.634  0.749  1.754
H  0.740  -0.478  2.249
H  -1.705  -1.399  1.540
H  -3.027  -1.531  -1.168
H  -1.383  -0.512  -2.653

Properties
SMILES: O=[N+]([O-])/C=C\c1ccco1
Total charge: 0
HOMO-LUMO gap, eV: 7.433


9.
Formula: C6H5NO4S
Source: OMol25
Level of theory: ωB97M-V/def2-TZVPD

Cartesian coordinates (Å):
C  0.959  -0.672  -0.995
C  -0.043  0.172  -1.390
C  1.787  0.065  -0.143
C  -1.638  -0.305  3.602
C  0.052  1.346  -0.580
C  -0.847  -0.136  2.246
N  1.159  1.240  0.159
O  -1.578  -1.574  3.843
O  1.421  0.242  -3.959
O  -1.997  0.690  4.240
O  -0.938  0.707  -4.225
S  0.296  0.974  -3.405
H  1.175  -1.625  -1.516
H  -1.025  -0.024  -1.796
H  2.569  -0.338  0.503
H  0.031  -0.729  2.117
H  -1.384  -0.034  1.298

Properties
Total charge: -2
HOMO-LUMO gap (spin up / spin down), eV: 6.783 / 5.669


10.
Formula: C6H5NSY
Source: OMol25
Level of theory: ωB97M-V/def2-TZVPD

Cartesian coordinates (Å):
Y  0.745  -3.479  -1.240
C  -0.505  0.615  -1.347
C  0.510  1.135  -0.650
C  0.203  0.973  0.811
C  -1.098  0.223  0.841
C  -1.506  0.049  -0.419
H  -0.611  0.640  -2.421
H  1.397  1.621  -1.025
H  0.094  1.951  1.294
H  -1.603  -0.063  1.751
H  -2.445  -0.389  -0.724
S  1.554  0.204  1.800
C  1.598  -1.237  0.947
N  1.668  -2.244  0.381

Properties
Total charge: +1
HOMO-LUMO gap (spin up / spin down), eV: 5.899 / 5.923


11.
Formula: C6H5P
Source: OMol25
Level of theory: ωB97M-V/def2-TZVPD

Cartesian coordinates (Å):
C  -0.392  0.883  0.216
C  -1.470  -0.028  -0.009
C  -1.363  -1.509  -0.011
C  -0.033  -1.809  0.155
C  1.097  -1.287  0.125
C  1.519  0.000  -0.127
P  2.988  0.734  0.121
H  -0.565  1.808  -0.386
H  0.066  1.095  1.103
H  -2.213  0.411  -0.564
H  -2.306  -2.168  -0.140
H  2.673  1.870  -0.484

Properties
SMILES: C=CC=C=C=C=P
Total charge: 0
HOMO-LUMO gap (spin up / spin down), eV: 7.470 / 7.469


12.
Formula: C6H6
Source: OMol25
Level of theory: ωB97M-V/def2-TZVPD

Cartesian coordinates (Å):
C  2.247  -0.721  0.306
C  1.067  -0.495  0.389
C  -0.374  -0.167  0.469
C  -1.190  -0.830  -0.644
C  -0.454  1.279  0.362
C  -0.340  2.478  0.195
H  3.297  -0.917  0.240
H  -0.744  -0.460  1.455
H  -0.803  -0.531  -1.622
H  -1.137  -1.914  -0.547
H  -2.229  -0.500  -0.568
H  0.660  2.777  -0.033

Properties
SMILES: C#CC(C)C#C
Total charge: 0
HOMO-LUMO gap, eV: 11.012


13.
Formula: C6H6
Source: OMol25
Level of theory: ωB97M-V/def2-TZVPD

Cartesian coordinates (Å):
C  -2.727  2.509  -0.630
C  -3.434  3.450  -0.166
C  -0.545  1.171  -0.304
C  -0.180  -0.110  -0.345
C  -1.802  1.644  -1.170
C  0.988  -0.793  0.447
H  -0.281  1.990  0.357
H  -0.621  -0.898  -0.827
H  -2.057  1.250  -2.100
H  1.693  0.033  0.809
H  0.424  -1.404  1.119
H  1.575  -1.453  -0.104

Properties
Total charge: 0
HOMO-LUMO gap, eV: 8.179


14.
Formula: C6H6
Source: OMol25
Level of theory: ωB97M-V/def2-TZVPD

Cartesian coordinates (Å):
C  -0.304  2.579  -0.253
C  -0.053  1.407  -0.128
C  0.256  -0.032  -0.033
C  -0.135  -0.790  -1.325
C  -0.096  -0.676  1.235
C  0.178  -1.233  2.270
H  -0.533  3.623  -0.335
H  1.294  -0.217  0.328
H  -1.215  -0.758  -1.524
H  0.360  -0.351  -2.199
H  0.157  -1.840  -1.247
H  0.092  -1.711  3.210

Properties
SMILES: C#CC(C)C#C
Total charge: 0
HOMO-LUMO gap, eV: 10.541


15.
Formula: C6H6
Source: OMol25
Level of theory: ωB97M-V/def2-TZVPD

Cartesian coordinates (Å):
C  3.472  -0.269  0.040
C  2.312  0.056  -0.076
C  0.977  0.562  -0.018
C  -0.147  -0.157  -0.052
C  -1.493  0.392  -0.014
C  -2.582  -0.362  0.011
H  4.465  -0.676  0.095
H  0.841  1.625  -0.010
H  -0.119  -1.254  -0.097
H  -1.586  1.479  0.072
H  -3.605  0.067  0.044
H  -2.534  -1.463  0.005

Properties
SMILES: C#C/C=C/C=C
Total charge: 0
HOMO-LUMO gap, eV: 9.064


16.
Formula: C6H6
Source: OMol25
Level of theory: ωB97M-V/def2-TZVPD

Cartesian coordinates (Å):
C  -2.921  0.662  0.651
C  -2.439  -0.380  0.245
C  -1.405  -0.486  -0.693
C  -0.364  0.148  -0.730
C  1.046  0.362  -0.573
C  1.616  -0.655  0.423
H  -3.518  1.529  0.570
H  1.402  0.170  -1.585
H  1.308  1.392  -0.304
H  2.706  -0.615  0.395
H  1.282  -0.463  1.449
H  1.287  -1.663  0.153

Properties
SMILES: C#CC#CCC
Total charge: 0
HOMO-LUMO gap, eV: 9.585


17.
Formula: C6H6
Source: OMol25
Level of theory: ωB97M-V/def2-TZVPD

Cartesian coordinates (Å):
C  -2.892  -0.738  -0.581
C  -1.962  -0.052  -0.290
C  -0.693  0.449  0.073
C  0.066  1.158  0.925
C  0.715  0.613  -0.276
C  1.621  -0.576  0.036
H  -3.833  -1.285  -0.875
H  0.223  1.676  1.838
H  1.181  1.156  -1.096
H  1.724  -1.100  -0.828
H  1.324  -1.230  0.844
H  2.527  -0.071  0.230

Properties
SMILES: C#CC1=C[C@H]1C
Total charge: 0
HOMO-LUMO gap, eV: 9.453


18.
Formula: C6H6
Source: OMol25
Level of theory: ωB97M-V/def2-TZVPD

Cartesian coordinates (Å):
C  -1.506  -0.990  -1.144
C  -0.920  0.007  -0.799
C  -0.109  0.647  0.208
C  1.234  1.107  -0.310
C  -0.013  -0.452  1.131
C  -0.338  -1.587  1.380
H  -2.091  -1.449  -1.889
H  -0.687  1.437  0.674
H  1.779  0.279  -0.772
H  1.082  1.888  -1.055
H  1.825  1.499  0.518
H  -0.257  -2.387  2.057

Properties
SMILES: C#CC(C)C#C
Total charge: 0
HOMO-LUMO gap, eV: 9.468


19.
Formula: C6H6
Source: OMol25
Level of theory: ωB97M-V/def2-TZVPD

Cartesian coordinates (Å):
C  -1.438  -0.964  -0.738
C  -0.102  -0.342  -0.420
C  1.013  -0.427  -1.177
C  1.963  0.265  -0.490
C  1.750  0.973  0.593
C  0.189  0.531  0.815
H  -1.796  -0.457  -1.579
H  -2.043  -0.676  0.068
H  -1.457  -2.063  -0.914
H  2.232  1.673  1.268
H  0.012  0.035  1.912
H  -0.322  1.452  0.662

Properties
SMILES: CC1=C=C=CC1
Total charge: 0
HOMO-LUMO gap (spin up / spin down), eV: 7.595 / 8.232


20.
Formula: C6H6
Source: OMol25
Level of theory: ωB97M-V/def2-TZVPD

Cartesian coordinates (Å):
C  -1.667  0.422  0.058
C  -0.730  -0.388  -0.788
C  -0.847  -0.816  -2.014
C  0.592  -0.901  -0.197
C  1.598  0.156  -0.074
C  2.444  1.016  -0.018
H  -2.024  -0.184  0.898
H  -1.164  1.303  0.469
H  -2.538  0.757  -0.507
H  0.996  -1.707  -0.820
H  0.370  -1.346  0.781
H  3.199  1.767  0.012

Properties
Total charge: 0
HOMO-LUMO gap, eV: 9.790


Number 1: E -830.31380 Ha. Number 2: E -682.42303 Ha. Number 3: E -361.24452 Ha. Number 4: E -361.56962 Ha. Number 5: E -361.48491 Ha. Number 6: E -361.46255 Ha. Number 7: E -436.62216 Ha. Number 8: E -511.89616 Ha. Number 9: E -985.35032 Ha. Number 10: E -722.52675 Ha. Number 11: E -572.71432 Ha. Number 12: E -232.04375 Ha. Number 13: E -231.99404 Ha. Number 14: E -232.05873 Ha. Number 15: E -232.11450 Ha. Number 16: E -232.01022 Ha. Number 17: E -232.04020 Ha. Number 18: E -232.02607 Ha. Number 19: E -231.98490 Ha. Number 20: E -232.01804 Ha.